Below is a 8-piece molecular cluster, C21H58N2O6 overall in a non-equilibrium geometry, with properties calculated with ωB97M-V/def2-TZVPD.

SMILES: CCN(CC)CC.CCN(CC)CC.C1CCOC1.CO.CO.CO.CO.CO
Orbital gap, eV: 9.007
HOMO energy, eV: -8.447
LUMO, eV: 0.56
Energy above the lowest of the compared OMol25 structures with the same formula, charge and spin, eV: 0.000

```
! wB97M-V def2-TZVPD RIJCOSX def2/J DEFGRID3
* xyz 0 1
C -3.1831 0.1728 -0.2238
C -3.9917 1.3460 0.2833
N -3.2029 2.3650 0.9568
C -3.8420 3.7110 1.0826
C -3.8908 4.4679 -0.2053
C -2.6616 1.9473 2.2870
C -3.6459 1.6772 3.3863
H -3.7341 -0.4546 -0.9245
H -2.9550 -0.4975 0.6050
H -2.2733 0.5159 -0.7163
H -4.5035 1.7119 -0.6069
H -4.7728 0.9836 0.9516
H -4.8367 3.6196 1.5189
H -3.2557 4.3081 1.7810
H -4.4991 4.0150 -0.9883
H -4.3690 5.4316 -0.0305
H -2.8883 4.7033 -0.5627
H -2.1096 2.8391 2.5839
H -1.9619 1.1297 2.1136
H -3.1974 1.5639 4.3733
H -4.1471 0.7562 3.0884
H -4.4185 2.4347 3.5177
C 2.1400 2.3300 -2.3160
C 2.2278 1.1949 -3.3138
N 1.2405 0.1383 -3.1101
C 1.6618 -1.0931 -3.7850
C 0.6980 -2.3116 -3.5841
C -0.1301 0.6314 -3.3570
C -0.3981 1.0910 -4.7547
H 2.2694 2.0007 -1.2850
H 1.2916 2.9918 -2.4906
H 3.1291 2.7773 -2.4148
H 2.2321 1.4875 -4.3638
H 3.2162 0.7564 -3.1766
H 1.7068 -0.8644 -4.8498
H 2.6913 -1.2843 -3.4820
H 0.7669 -2.6592 -2.5533
H -0.3473 -2.1229 -3.8289
H 1.0408 -3.0977 -4.2568
H -0.3725 1.3925 -2.6154
H -0.8824 -0.1076 -3.0809
H 0.1361 2.0171 -4.9669
H -1.4376 1.2108 -5.0601
H 0.0303 0.3766 -5.4577
C -1.9237 -3.5260 -0.6449
O -2.8000 -4.2923 -1.3916
H -1.2393 -4.1993 -0.1287
H -1.3440 -2.7704 -1.1751
H -2.4756 -2.9210 0.0744
H -2.4299 -5.1760 -1.4529
C 0.6284 -0.3325 0.4591
O 1.5680 -0.7818 -0.5329
H 0.7076 0.7240 0.7154
H -0.3277 -0.6492 0.0425
H 0.7350 -0.9147 1.3744
H 1.3323 -0.3721 -1.3684
C 2.4779 -3.9433 -0.2232
O 2.9256 -3.0330 -1.2120
H 2.8552 -4.9479 -0.4141
H 2.9011 -3.6303 0.7313
H 1.3925 -4.0144 -0.1531
H 2.6415 -2.1490 -0.9682
C -1.5216 -1.9041 3.6064
O -0.1012 -1.8661 3.8054
H -2.0894 -1.0056 3.8482
H -1.7439 -2.2179 2.5865
H -1.8957 -2.7036 4.2458
H 0.1833 -2.6903 4.2071
C -0.2242 3.5851 0.3528
O -0.8814 2.8208 -0.6512
H -0.1039 2.9318 1.2169
H 0.7033 3.9915 -0.0506
H -0.8419 4.4140 0.6983
H -1.7187 2.4568 -0.3545
C 3.4885 -1.5831 3.0413
C 4.8662 -2.2180 3.1595
C 5.6948 -0.9081 3.1815
O 4.9522 0.0749 2.3495
C 3.7297 -0.4452 2.0135
H 3.0623 -1.2554 3.9895
H 2.7826 -2.2928 2.6099
H 5.1401 -2.8604 2.3226
H 5.0572 -2.8485 4.0279
H 6.6844 -1.1277 2.7809
H 5.8275 -0.5460 4.2010
H 3.7584 -0.8308 0.9944
H 2.9959 0.3550 1.9173
*
```



Below is C33H27AsCrN6O8S as an isolated structure, with properties calculated with ωB97M-V/def2-TZVPD.

Orbital gap (spin up / spin down), eV: 6.417 / 6.120
HOMO energy (spin up / spin down), eV: -10.336 / -10.332
LUMO (spin up / spin down), eV: -3.92 / -4.21
Energy above the lowest of the compared OMol25 structures with the same formula, charge and spin, eV: 0.000

```
! wB97M-V def2-TZVPD RIJCOSX def2/J DEFGRID3
* xyz 1 4
Cr 0.8701 0.2499 -0.4081
O -0.4571 3.4019 5.4956
C -0.9883 3.7374 4.4310
O -1.7847 4.6250 4.1030
C -0.5879 2.8135 3.2359
C -1.0902 3.0670 1.9632
C -0.6623 2.2843 0.9119
N 0.2343 1.3050 1.1139
C 0.7071 1.0236 2.3378
C 0.3040 1.7649 3.4299
C 1.7123 -0.0546 2.3363
C 2.3112 -0.5366 3.4868
C 3.2826 -1.5169 3.3772
C 3.6463 -1.9749 2.1196
C 3.0045 -1.4521 1.0149
N 2.0483 -0.5245 1.1143
C -1.0947 2.3929 -0.4950
C -2.1192 3.2292 -0.9115
C -2.4990 3.2154 -2.2425
C -1.8515 2.3610 -3.1227
C -0.8368 1.5593 -2.6385
N -0.4511 1.5798 -1.3603
H -1.7889 3.8894 1.8706
H 0.6604 1.6077 4.4403
H 2.0149 -0.1513 4.4512
H 3.7567 -1.9131 4.2647
H 4.4084 -2.7293 1.9909
H 3.2509 -1.7842 0.0153
H -2.6218 3.8634 -0.1958
H -3.3036 3.8511 -2.5853
H -2.1348 2.3017 -4.1632
H -0.3288 0.8557 -3.2847
O -0.6295 -1.6686 1.6786
C -1.2297 -1.4525 0.6387
O -0.7162 -0.8722 -0.4115
C -2.6925 -1.7548 0.4970
C -3.4001 -1.2763 -0.5961
C -4.7522 -1.5397 -0.6852
C -5.4318 -2.2769 0.2655
C -4.6908 -2.7423 1.3363
C -3.3400 -2.4902 1.4809
N -5.3787 -3.5445 2.3733
O -4.7030 -3.9407 3.2981
O -6.5780 -3.6678 2.2683
N -5.4954 -1.0047 -1.8452
O -6.6699 -1.2756 -1.9275
O -4.8810 -0.2882 -2.6133
H -2.9096 -0.7022 -1.3661
H -6.4888 -2.4791 0.1808
H -2.7999 -2.8569 2.3415
S 2.3957 -1.4599 -4.3979
C 2.0704 -0.3908 -3.1189
N 1.6172 -0.9132 -2.0127
C 1.5139 -2.3059 -2.1359
C 1.0981 -3.2072 -1.1502
C 1.0741 -4.5475 -1.4638
C 1.4542 -5.0113 -2.7313
C 1.8760 -4.1385 -3.7079
C 1.9037 -2.7805 -3.3921
H 2.2252 0.6722 -3.2375
H 0.8027 -2.8674 -0.1682
H 0.7522 -5.2589 -0.7153
H 1.4182 -6.0709 -2.9433
H 2.1761 -4.4915 -4.6846
C 4.3089 1.8649 -1.6169
As 2.6863 2.0939 -0.5716
C 3.4270 2.5727 1.1531
C 2.0392 3.8122 -1.1943
H 4.9621 2.7165 -1.4311
H 4.0916 1.8192 -2.6825
H 4.8184 0.9500 -1.3179
H 4.1514 3.3734 1.0105
H 3.9220 1.7145 1.6049
H 2.6348 2.9227 1.8135
H 2.8596 4.5285 -1.1771
H 1.2474 4.1638 -0.5338
H 1.6488 3.7308 -2.2077
*
```



Below is a 6-piece molecular cluster, C31H75N7O6 overall in a non-equilibrium geometry, with properties calculated with ωB97M-V/def2-TZVPD.

SMILES: CC1(C)CCCC(C)(C)N1O.CC1(C)CCCC(C)(C)N1O.COC[C@H](C)N.COC[C@H](C)N.COC[C@H](C)N.NC(N)=O
Orbital gap, eV: 8.282
HOMO energy, eV: -7.884
LUMO, eV: 0.40
Energy above the lowest of the compared OMol25 structures with the same formula, charge and spin, eV: 0.000

```
! wB97M-V def2-TZVPD RIJCOSX def2/J DEFGRID3
* xyz 0 1
C -0.8868 6.2227 1.4177
C -0.6076 5.8780 -0.0514
C -0.3294 4.3600 -0.1732
C -1.6216 3.5629 -0.1919
C -2.5507 4.0651 -1.3083
C -2.9214 5.5729 -1.1792
N -1.6729 6.3326 -0.9256
O -1.7957 7.7445 -0.9306
C -3.4468 6.1361 -2.5116
C -3.9807 5.7325 -0.0666
C 0.7292 6.4921 -0.4916
H -0.4044 7.1544 1.7132
H -0.6421 5.3796 2.0737
H -1.9263 6.3415 1.7453
H 0.2080 4.2231 -1.1184
H 0.3917 4.0116 0.5623
H -1.9884 3.6343 0.8360
H -1.3742 2.5305 -0.4550
H -3.4390 3.4355 -1.3558
H -1.9474 3.9089 -2.2065
H -4.2419 5.5302 -2.9554
H -3.7654 7.1761 -2.5489
H -2.6451 6.0133 -3.2491
H -3.9476 6.7350 0.3560
H -4.9112 5.3670 -0.4981
H -3.7230 5.0879 0.7785
H 1.6413 6.2504 0.0495
H 0.6837 7.5843 -0.5513
H 0.7845 6.1903 -1.5422
H -1.7022 7.9109 -1.8766
C -3.0064 -0.4800 -1.7309
C -3.7639 -1.1741 -0.5624
C -5.2286 -0.6974 -0.6289
C -6.2100 -1.6269 0.1121
C -5.9836 -3.0785 -0.2381
C -4.5241 -3.6223 -0.1472
N -3.6835 -2.6213 -0.8302
O -2.3608 -3.0710 -1.0390
C -4.0474 -3.8351 1.2976
C -4.4824 -4.9815 -0.8606
C -3.2392 -0.7265 0.7788
H -3.3648 0.4644 -2.1460
H -2.9426 -1.1507 -2.5856
H -2.0164 -0.2407 -1.3376
H -5.3125 0.3484 -0.3088
H -5.4252 -0.4527 -1.6814
H -7.1778 -1.2492 -0.2225
H -6.1074 -1.4164 1.1763
H -6.4862 -3.3487 -1.1652
H -6.4893 -3.6092 0.5779
H -4.1652 -2.9704 1.9578
H -4.5009 -4.6802 1.8147
H -2.9608 -3.9238 1.3019
H -4.2703 -4.8585 -1.9235
H -3.6543 -5.5495 -0.4344
H -5.4081 -5.5388 -0.7345
H -2.3403 -1.2153 1.1753
H -3.8905 -0.8836 1.6455
H -3.0716 0.3542 0.7862
H -2.2982 -3.2255 -1.9874
C 1.4917 -0.5908 -0.0778
O 2.2778 0.2852 -0.4447
N 0.1450 -0.3962 -0.0934
N 1.8535 -1.7889 0.4757
H -0.1335 0.5272 -0.3739
H -0.4732 -1.1537 0.1218
H 2.8436 -1.9269 0.5697
H 1.1160 -2.4165 0.7905
C 4.8956 -3.2114 -1.9081
C 5.3343 -4.3006 -2.8747
C 6.8063 -4.0344 -3.2351
O 7.4358 -5.0549 -3.9841
C 7.2049 -5.0024 -5.3631
N 5.2611 -5.6115 -2.2426
H 5.1127 -2.2155 -2.3029
H 5.4904 -3.3123 -1.0006
H 3.8207 -3.1944 -1.7262
H 4.7800 -4.3458 -3.8202
H 7.3632 -3.8753 -2.3101
H 6.9246 -3.1157 -3.8240
H 8.0285 -4.4478 -5.8289
H 6.2146 -4.6563 -5.6721
H 7.2720 -6.0082 -5.7911
H 5.6279 -6.3664 -2.8034
H 4.3228 -5.8414 -1.9464
C 0.9376 -5.1712 0.1708
C 0.0534 -4.9381 1.3744
C 0.5872 -5.3443 2.7562
O -0.4914 -5.1878 3.6724
C -0.0963 -5.6338 4.9495
N -0.3968 -3.5348 1.4277
H 1.9448 -4.7712 0.3086
H 0.5051 -4.8475 -0.7755
H 1.1149 -6.2387 -0.0033
H -0.8433 -5.5558 1.2289
H 1.3532 -4.6130 3.0388
H 0.9372 -6.3755 2.8112
H 0.1998 -6.6866 4.9840
H -0.8065 -5.4776 5.7593
H 0.7821 -5.0430 5.2427
H -0.7801 -3.3253 2.3416
H -1.0930 -3.4272 0.6959
C 2.9859 4.9826 3.5478
C 4.1602 4.1166 3.0899
C 4.5853 4.4522 1.6723
O 3.5196 4.3191 0.7723
C 2.9135 3.0634 0.5267
N 5.2495 4.2535 4.0679
H 2.1049 4.7930 2.9359
H 3.2713 6.0355 3.5583
H 2.6772 4.6897 4.5527
H 3.8859 3.0615 3.2028
H 5.5131 4.0017 1.3021
H 4.8242 5.5218 1.7527
H 2.3664 2.7022 1.4045
H 3.6777 2.3388 0.2446
H 2.1991 3.2157 -0.2741
H 6.1530 3.9244 3.7374
H 5.4347 5.2518 4.1844
*
```



Below is a 9-piece molecular cluster, C14H34Br6N6O11 overall in a non-equilibrium geometry, with properties calculated with ωB97M-V/def2-TZVPD.

SMILES: C[N+](=O)[O-].C[N+](=O)[O-].C[N+](=O)[O-].C[N+](=O)[O-].C[N+](=O)[O-].CNC(C)=O.BrCCBr.BrCCBr.BrCCBr
Orbital gap, eV: 9.006
HOMO energy, eV: -9.649
LUMO, eV: -0.64

```
! wB97M-V def2-TZVPD RIJCOSX def2/J DEFGRID3
* xyz 0 1
C 5.5241 0.5302 0.5516
N 6.0197 -0.9006 0.7461
O 5.3775 -1.7374 0.1091
O 6.9018 -1.1632 1.5368
H 4.4334 0.5777 0.6782
H 5.6906 0.7409 -0.4926
H 5.9715 1.1543 1.2558
C -1.9514 2.9929 0.8225
N -2.6019 2.0236 1.7919
O -1.9534 1.8817 2.8209
O -3.6640 1.4375 1.5687
H -2.7187 3.2734 0.1359
H -1.1059 2.4626 0.3728
H -1.4994 3.7934 1.3906
C -1.5433 -5.7240 -0.1549
N -2.2314 -5.1629 -1.3000
O -3.1003 -5.8931 -1.8404
O -1.9283 -4.0769 -1.6169
H -1.5356 -5.0640 0.6781
H -0.4942 -5.8432 -0.5014
H -2.1433 -6.6022 0.1716
C 0.3790 -0.8250 -1.9999
N 0.3430 0.6661 -1.8981
O 1.4138 1.2669 -2.1321
O -0.7413 1.2410 -1.6648
H 1.2793 -1.1424 -1.5674
H 0.5448 -0.9493 -3.0497
H -0.5975 -1.2199 -1.7287
C 2.6585 -2.8486 2.1010
N 2.8085 -1.4017 1.8283
O 2.0844 -0.9174 0.9447
O 3.5381 -0.8145 2.5686
H 3.5090 -3.1750 2.6630
H 2.5308 -3.3547 1.1159
H 1.7178 -2.9956 2.6836
Br -3.5464 -1.2447 -2.1815
C -4.1941 0.5988 -1.9128
C -3.8769 1.5199 -3.0655
Br -4.1176 3.4386 -2.6347
H -3.7378 0.8061 -0.9519
H -5.2964 0.5368 -1.7260
H -4.4978 1.4258 -3.9981
H -2.8671 1.3448 -3.4673
Br 3.5280 3.5271 -5.1368
C 2.8537 4.6875 -3.6729
C 1.4643 4.2913 -3.2858
Br 0.6371 5.4418 -1.9398
H 2.9291 5.7830 -3.9186
H 3.5322 4.4402 -2.8802
H 1.4222 3.3151 -2.8158
H 0.8122 4.3990 -4.1368
Br 1.1007 1.7255 3.8520
C 2.6664 2.3984 2.8830
C 2.4226 2.4586 1.4056
Br 3.7940 3.6678 0.6151
H 3.5433 1.7889 3.2324
H 2.7861 3.4427 3.2249
H 1.4744 2.8756 1.1722
H 2.4438 1.4553 0.8941
C -1.5189 -1.6339 2.4930
C -2.5321 -2.5555 1.9044
O -2.5251 -3.7684 2.0224
N -3.6781 -1.9282 1.5070
C -4.8702 -2.7263 1.2321
H -2.0056 -0.7800 2.9089
H -0.9869 -1.2235 1.6273
H -0.8490 -2.1498 3.1302
H -3.7280 -0.9371 1.5979
H -4.9532 -3.6142 1.8845
H -4.7988 -2.9854 0.1552
H -5.7458 -2.0522 1.3930
*
```



Below is C3H3CsFO2 as an isolated structure in a non-equilibrium geometry, with properties calculated with ωB97M-V/def2-TZVPD.

Orbital gap, eV: 9.735
HOMO energy, eV: -13.115
LUMO, eV: -3.38
Energy above the lowest of the compared OMol25 structures with the same formula, charge and spin, eV: 0.000

```
! wB97M-V def2-TZVPD RIJCOSX def2/J DEFGRID3
* xyz 1 1
F -3.7110 -2.7606 -2.3761
H -4.0626 -3.0630 -3.1790
H 3.0626 2.1525 3.6138
O 2.3938 1.9590 0.4565
O 1.7921 1.0886 2.2896
C 3.2353 2.4620 1.4247
C 2.8677 1.8997 2.5756
C 1.5388 1.1130 0.9957
H 4.0421 3.1156 1.1162
Cs -1.3589 -1.0494 -0.9330
*
```



Below is a 2-piece molecular cluster, C3H9NO overall, with properties calculated with ωB97M-V/def2-TZVPD.

SMILES: C=C(C)N.O
Orbital gap, eV: 8.938
HOMO energy, eV: -8.124
LUMO, eV: 0.81
Energy above the lowest of the compared OMol25 structures with the same formula, charge and spin, eV: 0.935

```
! wB97M-V def2-TZVPD RIJCOSX def2/J DEFGRID3
* xyz 0 1
C 0.6053 -0.3387 1.0707
C -0.6623 -0.5665 0.2917
C -1.3743 -1.6840 0.4052
N -0.9359 0.4299 -0.6412
H 1.4721 -0.5749 0.4592
H 0.6566 -1.0062 1.9372
H 0.6698 0.6741 1.4837
H -2.2030 -1.8989 -0.2583
H -1.1805 -2.4472 1.1517
H -0.1222 0.7453 -1.1526
H -1.7250 0.2031 -1.2246
H 1.1870 2.7490 -1.5385
H 1.9679 1.8035 -0.5435
O 1.6445 1.9114 -1.4408
*
```



Below is a 2-piece molecular cluster, C3H7NO2 overall in a non-equilibrium geometry, with properties calculated with ωB97M-V/def2-TZVPD.

SMILES: C=CO.NC=O
Orbital gap, eV: 9.739
HOMO energy, eV: -8.907
LUMO, eV: 0.83
Energy above the lowest of the compared OMol25 structures with the same formula, charge and spin, eV: 1.970

```
! wB97M-V def2-TZVPD RIJCOSX def2/J DEFGRID3
* xyz 0 1
C 0.0708 -2.2085 0.6449
C 1.0345 -1.3107 0.4328
O 1.5518 -0.5638 1.4405
H -0.2570 -2.3369 1.6664
H -0.5149 -2.5466 -0.1951
H 1.4914 -1.2676 -0.5481
H 1.7707 0.3064 1.1049
C -0.6070 1.1454 -1.0131
N -1.2265 2.2094 -0.4433
O 0.5729 1.2437 -1.3067
H -1.0979 0.2023 -1.2604
H -0.5829 2.9496 -0.2662
H -2.2059 2.1773 -0.2566
*
```



Below is a 2-piece molecular cluster, C4H12 overall, with properties calculated with ωB97M-V/def2-TZVPD.

SMILES: CC.CC
Orbital gap, eV: 12.781
HOMO energy, eV: -11.614
LUMO, eV: 1.17
Energy above the lowest of the compared OMol25 structures with the same formula, charge and spin, eV: 0.176

```
! wB97M-V def2-TZVPD RIJCOSX def2/J DEFGRID3
* xyz 0 1
C 1.7420 -1.0552 -0.7381
C 2.3995 -0.0401 0.1621
H 0.6570 -0.9422 -0.7883
H 2.0553 -1.0691 -1.7815
H 1.8633 -2.0557 -0.3147
H 2.2729 1.0057 -0.1119
H 3.4805 -0.1935 0.2435
H 1.9868 -0.1191 1.1723
C -2.4358 1.0727 -0.1487
C -1.7246 0.0426 0.7539
H -3.3367 1.4328 0.3599
H -1.8393 1.9611 -0.3452
H -2.7386 0.6260 -1.0958
H -1.3297 -0.8169 0.2074
H -2.4788 -0.3652 1.4243
H -0.9357 0.4469 1.3859
*
```



Below is C5H12O2 in the gas phase in a non-equilibrium geometry, with properties calculated with ωB97M-V/def2-TZVPD.

SMILES: COC(C)(C)OC
Orbital gap, eV: 10.285
HOMO energy, eV: -9.429
LUMO, eV: 0.86
Energy above the lowest of the compared OMol25 structures with the same formula, charge and spin, eV: 4.972

```
! wB97M-V def2-TZVPD RIJCOSX def2/J DEFGRID3
* xyz 0 1
C -1.7182 -0.7094 1.6125
C -0.0663 0.0383 -0.0393
C 1.0920 -0.2130 0.8722
C -0.4886 -0.6484 -1.2212
C 1.1904 1.5198 -1.2772
H -2.3576 -1.5379 1.0554
H -2.3143 -0.2978 2.3765
H -0.8544 -1.4210 1.9283
H 1.3685 0.6049 1.5490
H 2.0364 -0.6463 0.2604
H 0.7379 -1.0160 1.3931
H -1.0105 -1.8216 -1.2917
H -1.3630 0.1400 -1.3906
H 0.3173 -0.7049 -2.1143
H 1.4849 0.8035 -1.9826
H 1.1666 2.6236 -1.4431
H 1.9142 1.4772 -0.4932
O -1.2272 0.4165 0.7758
O 0.0921 1.3927 -0.5698
*
```